Computed, not measured: a structure of composition C49H73B2BeF8N5O8 at a distorted geometry, with ωB97M-V/def2-TZVPD.

Largest force on an atom   0.090 hartree/bohr
E_HOMO   -9.398 eV
LUMO   -0.0568 Ha
Orbital gap   0.2886 Ha

```
146
C49H73B2BeF8N5O8 | the Open Molecules 2025 dataset | ωB97M-V/def2-TZVPD
Be -2.873 -0.543 -1.222
B -5.669 -0.953 -1.650
F -5.254 -2.032 -0.926
F -4.877 -1.019 -2.775
F -6.999 -1.059 -1.928
F -5.389 0.148 -0.950
B 0.127 0.134 -0.594
F 0.978 -0.027 0.461
F -0.410 -1.035 -0.933
F -0.882 0.919 -0.200
F 0.811 0.624 -1.633
N -2.019 -2.486 -3.023
C -2.840 -3.519 -3.215
C -2.443 -4.630 -3.962
C -1.168 -4.737 -4.504
C -0.297 -3.734 -4.251
C -0.724 -2.598 -3.586
H -3.724 -3.520 -2.593
H -3.096 -5.489 -4.006
H -0.904 -5.598 -5.100
H 0.757 -3.837 -4.461
H -0.014 -1.811 -3.378
N -2.211 0.851 -3.374
C -1.231 1.796 -3.487
C -0.831 2.548 -4.626
C -1.592 2.367 -5.761
C -2.655 1.450 -5.769
C -2.938 0.715 -4.576
H -0.570 1.837 -2.633
H 0.032 3.197 -4.614
H -1.393 2.747 -6.751
H -3.204 1.216 -6.669
H -3.773 0.031 -4.599
N 2.481 -0.404 -6.882
C 3.771 -0.795 -6.517
C 4.268 -0.569 -5.199
C 3.471 0.129 -4.276
C 2.247 0.599 -4.740
C 1.712 0.225 -5.949
H 4.384 -1.062 -7.365
H 5.337 -0.655 -5.068
H 3.891 0.263 -3.290
H 1.525 1.140 -4.147
H 0.706 0.491 -6.236
N 7.590 0.391 -0.142
C 6.819 1.168 0.645
C 5.705 0.533 1.243
C 5.502 -0.836 1.105
C 6.272 -1.540 0.279
C 7.311 -0.903 -0.396
H 7.169 2.125 1.004
H 5.119 1.113 1.940
H 4.766 -1.480 1.562
H 6.147 -2.603 0.137
H 8.038 -1.437 -0.990
N -3.181 -0.225 1.485
C -2.165 -0.718 2.142
C -2.211 -1.047 3.497
C -3.375 -0.718 4.219
C -4.417 -0.093 3.598
C -4.256 0.158 2.215
H -1.239 -0.897 1.616
H -1.475 -1.714 3.922
H -3.507 -1.074 5.230
H -5.360 0.100 4.088
H -5.048 0.523 1.577
C 1.300 -4.139 -1.210
C 2.764 -3.683 -1.158
O 3.755 -4.456 -1.305
C 2.995 -2.095 -1.023
H 1.193 -5.155 -1.591
H 0.604 -3.412 -1.629
H 0.924 -4.118 -0.187
H 4.024 -1.789 -1.211
H 2.612 -1.671 -0.095
H 2.428 -1.509 -1.746
C 2.916 2.226 0.424
C 2.797 3.286 -0.698
O 1.714 3.652 -1.182
C 4.041 3.826 -1.394
H 3.409 1.344 0.014
H 1.859 1.961 0.447
H 3.278 2.480 1.420
H 3.730 4.437 -2.241
H 4.695 3.055 -1.801
H 4.628 4.427 -0.699
C -1.937 -5.186 0.103
C -2.605 -3.955 0.672
O -2.618 -2.923 -0.013
C -3.378 -3.974 2.006
H -0.863 -5.271 0.267
H -2.186 -5.036 -0.948
H -2.351 -6.136 0.439
H -3.858 -3.006 2.149
H -2.869 -4.213 2.939
H -4.187 -4.695 1.888
C -0.080 5.737 2.129
C -1.500 6.279 2.456
O -1.979 5.992 3.557
C -2.200 7.159 1.358
H 0.342 6.564 1.557
H -0.119 4.777 1.615
H 0.474 5.616 3.060
H -2.434 6.516 0.509
H -1.455 7.897 1.063
H -3.130 7.578 1.742
C -1.451 2.352 3.759
C -1.759 3.168 4.991
O -2.776 2.959 5.656
C -0.544 3.916 5.651
H -0.990 3.008 3.021
H -2.309 1.845 3.316
H -0.889 1.458 4.027
H 0.393 3.369 5.758
H -0.827 4.259 6.646
H -0.284 4.846 5.145
C 1.223 -0.476 6.124
C 2.377 -0.675 5.133
O 3.489 -1.002 5.500
C 1.950 -0.418 3.727
H 1.106 -1.267 6.865
H 0.267 -0.446 5.600
H 1.301 0.541 6.509
H 1.530 0.572 3.547
H 1.131 -1.090 3.472
H 2.703 -0.457 2.940
C 2.921 -4.841 3.773
C 1.641 -4.002 3.693
O 0.867 -3.819 4.671
C 1.074 -3.680 2.298
H 3.809 -4.235 3.593
H 2.690 -5.634 3.062
H 3.033 -5.157 4.811
H 1.241 -4.601 1.739
H 1.578 -2.821 1.855
H 0.019 -3.441 2.435
C -5.140 3.052 -2.196
C -3.896 2.969 -1.352
O -3.433 1.942 -0.894
C -3.418 4.303 -0.723
H -6.060 3.243 -1.643
H -5.375 2.109 -2.688
H -4.918 3.928 -2.805
H -2.621 4.157 0.006
H -4.343 4.704 -0.311
H -2.766 4.831 -1.419
```